{"formula": "C6H10", "method": "ωB97M-V/def2-TZVPD", "max_force_ev_per_a": 0.23, "charge": 0, "e_homo_ev": -9.9, "energy_ev": -6382.5349, "lumo_energy_ha": 0.045, "de_lowest_ev": 1.325, "elements": ["H", "H", "H", "C", "C", "H", "H", "C", "H", "H", "H", "C", "C", "C", "H", "H"], "xyz": [[1.86817, -0.87688, -1.02556], [-1.87899, 0.20182, 0.94082], [-0.21497, -0.70860, -2.45376], [0.05656, 1.16035, 1.30143], [0.17913, 1.30624, -0.23379], [-0.75691, -0.93427, 1.74181], [-0.65048, 1.90278, -0.63375], [-0.12486, -0.18828, -0.29762], [1.11923, 1.66397, -0.66419], [-1.06523, -1.89573, -1.35421], [1.01883, 0.85947, 1.72738], [0.92608, -1.21344, -0.59630], [-0.31900, -1.11060, -1.44901], [-0.82611, -0.08592, 1.05439], [1.02385, -2.07319, 0.06409], [-0.35529, 1.99227, 1.87826]], "forces_ev_per_a": [[-0.20, -0.02, 0.05], [0.16, -0.07, -0.02], [-0.01, -0.05, 0.16], [0.03, 0.14, 0.17], [0.09, 0.09, -0.14], [0.04, 0.12, -0.07], [0.12, -0.11, 0.03], [0.02, -0.04, -0.05], [-0.08, -0.06, 0.10], [0.12, 0.12, -0.01], [-0.14, 0.09, -0.02], [0.17, -0.09, 0.04], [-0.18, 0.00, -0.14], [-0.07, -0.16, 0.09], [-0.08, 0.17, -0.10], [0.02, -0.11, -0.10]], "lowdin_charge": [0.10, 0.11, 0.10, -0.16, -0.12, 0.11, 0.11, -0.46, 0.11, 0.10, 0.11, -0.09, -0.08, -0.12, 0.10, 0.10]}